# CuF30P5

A structure of composition CuF30P5 at a distorted geometry (ωB97M-V with the def2-TZVPD basis set, OMol25).

```
! RIJCOSX wB97M-V def2-TZVPD def2/J DEFGRID3
* xyz -3 2
Cu 0.0840 -0.0161 0.0652
P 3.5813 -0.9907 0.9314
F 1.9555 -0.8009 0.8711
F 3.3410 -2.2067 -0.1667
F 3.7416 0.2266 -0.1974
F 5.1144 -1.1445 0.9624
F 3.7341 0.1730 2.1614
F 3.3443 -2.1090 2.1030
P -2.1565 2.2697 -1.9266
F -1.2739 3.5998 -1.5741
F -2.8893 2.2777 -0.5142
F -3.2950 3.2076 -2.6519
F -3.0840 0.9135 -2.1974
F -1.5354 2.1267 -3.3848
F -1.0234 1.3078 -1.3056
P 0.0703 2.3014 2.1237
F -0.9386 1.4921 1.2005
F 1.1103 1.6174 1.1021
F 0.1007 3.6733 1.2954
F 1.2978 2.9149 3.0626
F -1.1424 2.7001 3.0878
F 0.0374 1.0170 3.0443
P -1.9802 -2.0490 1.5581
F -2.5267 -0.7989 2.4772
F -1.7390 -2.9240 2.9185
F -3.4827 -2.5537 1.3992
F -1.5335 -3.3274 0.5918
F -1.9765 -1.0699 0.3077
F -0.4583 -1.4791 1.6131
P 0.4998 -1.4940 -2.7326
F 0.0665 -2.0161 -1.2238
F 0.9352 -0.1258 -2.0104
F 2.0661 -2.0272 -2.5433
F 0.9301 -0.8905 -4.1788
F 0.0163 -2.9236 -3.3545
F -0.9914 -0.8715 -2.9144
*
```

* energy: -6344.3495 Ha
* ΔE to the lowest compared entry with this formula, charge and spin: 115.4 kJ/mol
* orbital gap (alpha / beta): 12.00 / 8.10 eV

The natural (NBO) scheme yields these atomic charges, measured in e: atom 1 (Cu): 1.76, atom 2 (P): 2.61, atom 3 (F): -0.62, atom 4 (F): -0.58, atom 5 (F): -0.59, atom 6 (F): -0.58, atom 7 (F): -0.60, atom 8 (F): -0.59, atom 9 (P): 2.61, atom 10 (F): -0.59, atom 11 (F): -0.58, atom 12 (F): -0.61, atom 13 (F): -0.60, atom 14 (F): -0.58, atom 15 (F): -0.62, atom 16 (P): 2.62, atom 17 (F): -0.60, atom 18 (F): -0.61, atom 19 (F): -0.56, atom 20 (F): -0.59, atom 21 (F): -0.58, atom 22 (F): -0.59, atom 23 (P): 2.61, atom 24 (F): -0.59, atom 25 (F): -0.59, atom 26 (F): -0.58, atom 27 (F): -0.59, atom 28 (F): -0.60, atom 29 (F): -0.61, atom 30 (P): 2.59, atom 31 (F): -0.60, atom 32 (F): -0.61, atom 33 (F): -0.58, atom 34 (F): -0.59, atom 35 (F): -0.58, atom 36 (F): -0.58

# C8H12

A cluster of 2 separate species, C8H12 in total at a distorted geometry (ωB97M-V with the def2-TZVPD basis set, OMol25).

```
! RIJCOSX wB97M-V def2-TZVPD def2/J DEFGRID3
* xyz 0 1
C -1.6251 1.9864 -0.0926
C -0.5454 1.0286 0.2311
C 0.5081 0.6330 0.8987
C -0.3014 -0.4284 0.1961
C 0.0789 -0.8589 -1.2596
C -1.0944 -1.3922 1.0988
H -1.8602 2.2536 -1.1990
H -2.6654 1.6584 0.3693
H -1.4068 3.0901 0.2746
H 1.1967 0.7977 1.6895
H 0.7520 -0.1654 -1.8108
H -0.7749 -1.0467 -1.7742
H 0.5772 -1.7561 -1.2384
H -0.7669 -2.4027 1.0581
H -2.0653 -1.5840 0.6271
H -1.2036 -0.8901 2.1763
C 3.9071 0.5486 -0.3860
C 3.2076 -0.2688 0.1753
H 4.4161 0.9850 -1.1822
H 2.7035 -0.7486 0.9528
*
```

* energy: -311.7984 Ha
* SMILES string: CC1=CC1(C)C.C#C
* ΔE to the lowest compared entry with this formula, charge and spin: 493.5 kJ/mol
* orbital gap: 9.47 eV

The natural (NBO) scheme yields these atomic charges, measured in e: atom 1 (C): -0.67, atom 2 (C): 0.02, atom 3 (C): -0.20, atom 4 (C): -0.07, atom 5 (C): -0.62, atom 6 (C): -0.63, atom 7 (H): 0.23, atom 8 (H): 0.24, atom 9 (H): 0.22, atom 10 (H): 0.22, atom 11 (H): 0.22, atom 12 (H): 0.20, atom 13 (H): 0.20, atom 14 (H): 0.22, atom 15 (H): 0.21, atom 16 (H): 0.22, atom 17 (C): -0.23, atom 18 (C): -0.22, atom 19 (H): 0.23, atom 20 (H): 0.23

# CHLiO2Zn

A structure of composition CHLiO2Zn at a distorted geometry (ωB97M-V with the def2-TZVPD basis set, OMol25).

```
! RIJCOSX wB97M-V def2-TZVPD def2/J DEFGRID3
* xyz 0 1
O -0.4591 -2.0395 0.9622
C 0.0338 1.4960 -1.0479
O 0.1520 0.4231 -0.3733
Zn 0.2648 -1.4282 -0.5450
Li -0.9399 -0.5569 1.7662
H 0.9484 2.1056 -0.7622
*
```

* energy: -1975.9001 Ha
* ΔE to the lowest compared entry with this formula, charge and spin: 46.4 kJ/mol
* orbital gap: 5.74 eV

The natural (NBO) scheme yields these atomic charges, measured in e: atom 1 (O): -1.66, atom 2 (C): 0.07, atom 3 (O): -1.00, atom 4 (Zn): 1.61, atom 5 (Li): 0.98, atom 6 (H): 0.01

# C5H14

A cluster of 2 separate species, C5H14 in total at a distorted geometry (ωB97M-V with the def2-TZVPD basis set, OMol25).

```
! RIJCOSX wB97M-V def2-TZVPD def2/J DEFGRID3
* xyz 0 1
C -1.6243 0.2236 0.0240
C -0.7452 1.4705 0.1456
C -1.4623 2.7961 -0.1801
H -2.5649 0.3880 -0.4982
H -1.0875 -0.6420 -0.3386
H -2.0190 -0.0801 1.0009
H -0.2257 1.4826 1.1058
H 0.1340 1.3678 -0.4871
H -2.4626 2.6831 -0.5823
H -1.4672 3.4097 0.7193
H -0.8811 3.3243 -0.9400
C 1.8546 -2.7848 0.1834
C 1.5966 -1.3396 -0.2749
H 1.2120 -3.0900 1.0143
H 1.9970 -3.5080 -0.6193
H 2.8352 -2.8892 0.6779
H 0.7871 -0.8627 0.2573
H 1.6441 -1.1189 -1.3364
H 2.4792 -0.8303 0.1283
*
```

* energy: -198.8581 Ha
* SMILES string: CCC.CC
* ΔE to the lowest compared entry with this formula, charge and spin: 81.5 kJ/mol
* orbital gap: 12.08 eV

The natural (NBO) scheme yields these atomic charges, measured in e: atom 1 (C): -0.62, atom 2 (C): -0.41, atom 3 (C): -0.61, atom 4 (H): 0.21, atom 5 (H): 0.21, atom 6 (H): 0.20, atom 7 (H): 0.20, atom 8 (H): 0.20, atom 9 (H): 0.21, atom 10 (H): 0.21, atom 11 (H): 0.21, atom 12 (C): -0.62, atom 13 (C): -0.63, atom 14 (H): 0.21, atom 15 (H): 0.21, atom 16 (H): 0.20, atom 17 (H): 0.21, atom 18 (H): 0.21, atom 19 (H): 0.21

# C5H12N

A cluster of 2 separate species, C5H12N in total at a distorted geometry (ωB97M-V with the def2-TZVPD basis set, OMol25).

```
! RIJCOSX wB97M-V def2-TZVPD def2/J DEFGRID3
* xyz 1 1
C -2.2114 0.6976 -0.2175
C -0.9498 0.3380 -0.2935
C -0.4113 -2.0997 0.4716
C 1.3662 1.1585 0.8976
C 0.5271 0.7898 -0.3546
N 1.2969 0.2360 -1.3350
H -2.5633 1.6574 -0.4992
H -3.0954 0.0937 -0.0400
H -0.0193 -2.3472 1.4752
H -1.1499 -2.9867 0.4335
H -0.7397 -0.9998 0.4593
H 2.0983 1.9388 0.7351
H 1.8729 0.2508 1.2274
H 0.5967 1.4578 1.5469
H 0.0373 1.7911 -0.6546
H 2.2634 0.1393 -1.1786
H 0.8418 0.1521 -2.2870
H 0.2395 -2.2676 -0.3865
*
```

* energy: -252.0371 Ha
* ΔE to the lowest compared entry with this formula, charge and spin: 509.4 kJ/mol
* orbital gap: 8.29 eV

The natural (NBO) scheme yields these atomic charges, measured in e: atom 1 (C): -0.41, atom 2 (C): 0.27, atom 3 (C): -0.74, atom 4 (C): -0.60, atom 5 (C): -0.06, atom 6 (N): -0.80, atom 7 (H): 0.29, atom 8 (H): 0.30, atom 9 (H): 0.26, atom 10 (H): 0.27, atom 11 (H): 0.15, atom 12 (H): 0.26, atom 13 (H): 0.24, atom 14 (H): 0.23, atom 15 (H): 0.28, atom 16 (H): 0.42, atom 17 (H): 0.41, atom 18 (H): 0.24

# C4H6FN

A cluster of 2 separate species, C4H6FN in total at a distorted geometry (ωB97M-V with the def2-TZVPD basis set, OMol25).

```
! RIJCOSX wB97M-V def2-TZVPD def2/J DEFGRID3
* xyz 0 1
C -0.0980 -0.3694 1.4405
C 0.1647 -0.4122 0.1243
C -0.7534 0.0787 -0.8728
C 1.3515 -1.0018 -0.3104
N 2.3923 -1.4569 -0.5124
H -0.9086 0.0037 1.9714
H 0.6799 -0.8274 1.9898
H -0.9558 1.2306 -0.6320
H -1.6232 -0.4151 -0.8302
H -0.5149 -0.1125 -1.8935
F 2.3535 1.3153 0.3484
H 2.3673 0.4455 0.0131
*
```

* energy: -310.5696 Ha
* SMILES string: C=C(C)C#N.F
* ΔE to the lowest compared entry with this formula, charge and spin: 125.9 kJ/mol
* orbital gap: 10.34 eV

The natural (NBO) scheme yields these atomic charges, measured in e: atom 1 (C): -0.25, atom 2 (C): -0.15, atom 3 (C): -0.63, atom 4 (C): 0.24, atom 5 (N): -0.30, atom 6 (H): 0.21, atom 7 (H): 0.20, atom 8 (H): 0.24, atom 9 (H): 0.23, atom 10 (H): 0.23, atom 11 (F): -0.58, atom 12 (H): 0.56

Repeat the third record exactly.
# CHLiO2Zn

A structure of composition CHLiO2Zn at a distorted geometry (ωB97M-V with the def2-TZVPD basis set, OMol25).

```
! RIJCOSX wB97M-V def2-TZVPD def2/J DEFGRID3
* xyz 0 1
O -0.4591 -2.0395 0.9622
C 0.0338 1.4960 -1.0479
O 0.1520 0.4231 -0.3733
Zn 0.2648 -1.4282 -0.5450
Li -0.9399 -0.5569 1.7662
H 0.9484 2.1056 -0.7622
*
```

* energy: -1975.9001 Ha
* ΔE to the lowest compared entry with this formula, charge and spin: 46.4 kJ/mol
* orbital gap: 5.74 eV

The natural (NBO) scheme yields these atomic charges, measured in e: atom 1 (O): -1.66, atom 2 (C): 0.07, atom 3 (O): -1.00, atom 4 (Zn): 1.61, atom 5 (Li): 0.98, atom 6 (H): 0.01